(1)
This record from OMol25 describes a molecular structure, C2H4OPd. The level of theory is ωB97M-V with the def2-TZVPD basis set.

Output
Total charge: 0
Expectation value of S²: 2.032
HOMO-LUMO gap (spin up / spin down) (hartree): 0.2932 / 0.3023
E_tot (eV): -7657.8200
2S+1: 3
Energy relative to the best compared isomer or geometry (same formula, charge and spin) (kJ/mol): 301.6

Structure (XYZ):
```
8
C2H4OPd ωB97M-V with the def2-TZVPD basis set
Pd 1.173 0.555 -0.104
O 0.998 2.111 0.117
C -0.491 -0.050 -0.211
C -0.381 -1.382 0.095
H 0.634 2.558 0.879
H 0.199 -2.066 -0.538
H -1.011 -1.858 0.861
H -1.120 0.132 -1.100
```

Löwdin population analysis, charges in e, atoms 1 to 2: atom 1 (Pd): 0.8940, atom 2 (O): -0.4808


(2)
This record from OMol25 describes 5 unconnected molecules or ions with the total composition C35H78BClFO7S. The level of theory is ωB97M-V with the def2-TZVPD basis set.

Output
Total charge: -1
HOMO-LUMO gap (hartree): 0.2319
E_tot (eV): -78630.2496
2S+1: 1

Structure (XYZ):
```
124
C35H78BClFO7S ωB97M-V with the def2-TZVPD basis set
Cl 5.461 -5.576 -3.735
S 6.534 -3.988 -2.821
F 1.279 -0.696 -1.427
O 3.944 1.681 0.967
O 7.346 -4.569 -1.599
O -7.188 0.684 -5.893
O -3.664 3.779 2.496
O 5.045 4.939 2.320
O 9.002 -3.166 0.747
O 7.517 -3.290 -3.804
C 8.168 -4.217 2.742
C -1.841 -3.848 1.376
C -1.871 -0.018 -2.592
C 9.402 -3.840 1.937
C 6.913 5.998 3.400
C 2.552 1.083 0.621
C -3.876 -1.127 2.939
C -7.826 0.699 -3.575
C 10.220 -5.068 1.570
C -3.034 -3.726 2.493
C 1.726 1.809 -0.786
C 5.235 -2.843 -2.103
C -9.452 0.059 -5.380
C -2.101 0.850 2.182
C -3.689 -3.034 -2.178
C -5.181 4.349 4.272
C -5.036 4.027 2.793
C -3.365 0.288 -3.274
C -3.646 -2.931 -0.512
C -5.541 5.168 1.924
C -0.899 1.299 -2.701
C -3.211 0.361 3.288
C -2.088 -3.001 -0.005
C 0.636 0.991 -3.188
C 3.205 0.614 -2.669
C 5.586 4.198 4.542
C -0.645 0.103 2.293
C -4.818 -1.995 -2.770
C -2.915 -2.359 3.447
C 2.720 2.153 1.967
C -4.058 -1.055 -3.920
C -8.001 0.024 -4.926
C 5.071 -1.411 -2.935
C 5.538 5.377 3.584
C 4.257 -0.397 -1.922
B 1.695 0.659 -1.962
H 8.452 -3.775 0.227
H 3.033 0.194 -3.766
H -1.798 -2.047 3.653
H -2.101 -0.167 -1.430
H 9.635 -5.758 0.951
H -4.969 6.084 2.108
H 5.507 -2.579 -0.972
H -3.350 -2.699 4.505
H 3.644 1.714 -2.804
H -1.486 -3.572 -0.862
H -1.380 1.993 -3.545
H -4.928 -0.679 -4.637
H -1.676 -1.906 0.002
H 3.798 -1.034 -1.049
H 2.311 -0.126 0.862
H 10.021 -3.146 2.515
H -10.101 -0.455 -4.664
H 5.946 4.505 5.529
H -0.969 1.951 -1.706
H -1.896 2.009 2.381
H -4.802 3.525 4.885
H -0.861 -3.390 1.880
H 0.587 -0.001 -3.847
H 4.556 -1.540 -3.981
H 1.872 2.807 1.434
H -4.147 -1.154 1.801
H -4.123 -3.865 2.073
H -5.272 -1.259 -1.970
H -5.419 4.926 0.863
H -4.596 5.236 4.538
H 1.002 1.869 -3.873
H -5.742 -2.560 -3.261
H 4.591 3.753 4.655
H -0.420 -0.368 3.354
H -8.119 1.754 -3.623
H 10.556 -5.601 2.464
H -6.775 0.677 -3.267
H -9.802 1.091 -5.492
H 7.510 -4.876 2.165
H 7.313 6.360 4.353
H -4.075 1.181 3.284
H -4.896 -1.182 3.554
H 7.583 -3.324 2.988
H 8.443 -4.724 3.672
H -6.228 4.530 4.535
H 4.841 6.132 3.963
H 0.175 0.910 2.072
H -7.659 -1.015 -4.865
H -2.620 -2.802 -2.594
H -0.571 -0.725 1.464
H -3.281 1.092 -4.121
H -2.807 0.346 4.405
H 5.658 4.268 1.975
H -3.251 -1.686 -4.491
H -6.599 5.372 2.118
H -5.592 3.112 2.559
H -1.391 -1.017 -2.967
H -7.484 1.607 -5.954
H 6.243 3.408 4.160
H 6.159 -0.992 -3.059
H -9.560 -0.420 -6.359
H -2.544 0.699 1.084
H 3.406 3.072 2.072
H 4.151 -3.338 -2.106
H 11.098 -4.784 0.980
H -2.870 -4.630 3.255
H -4.054 -1.854 -0.262
H 7.618 5.273 2.978
H -4.093 0.737 -2.453
H 6.866 6.838 2.698
H -3.163 4.586 2.701
H -4.047 -4.128 -2.433
H -4.324 -3.795 -0.108
H 0.690 2.045 -0.294
H -8.427 0.204 -2.806
H 5.086 0.292 -1.414
H -1.547 -4.980 1.135
H 2.360 2.761 -1.039
```

Löwdin population analysis, charges in e, atoms 1 to 2: atom 1 (Cl): 0.2755, atom 2 (S): 0.5158


(3)
This record from OMol25 describes a molecular structure, C27H54MoP2Si. The level of theory is ωB97M-V with the def2-TZVPD basis set.

Output
Total charge: +2
Expectation value of S²: 2.020
HOMO-LUMO gap (spin up / spin down) (hartree): 0.1648 / 0.1615
E_tot (eV): -57164.2734
2S+1: 3
Energy relative to the best compared isomer or geometry (same formula, charge and spin) (kJ/mol): 605.1

Structure (XYZ):
```
85
C27H54MoP2Si ωB97M-V with the def2-TZVPD basis set
Mo -1.303 0.509 -2.292
P 1.968 2.161 1.430
P 1.351 -2.953 -0.275
Si 1.037 -0.550 4.303
C -1.251 1.126 2.020
C -1.465 0.847 -4.962
C -2.100 1.483 -0.404
C -0.790 -1.141 -3.359
C 2.121 3.486 0.158
C 0.425 0.725 5.537
C 1.485 -2.598 1.498
C -2.369 -1.708 1.522
C -2.031 2.967 -0.403
C 1.469 0.067 -3.350
C 0.663 0.902 -2.338
C -2.915 -0.690 -0.768
C 2.271 3.181 2.936
C -3.977 1.248 -2.253
C 2.919 -0.619 4.276
C -0.206 2.010 -2.878
C 2.916 -3.221 -1.146
C 3.626 1.399 1.169
C -1.842 -0.302 -3.998
C 0.631 -1.093 -3.975
C -2.239 -0.653 0.489
C 0.162 -4.319 -0.511
C -1.707 0.628 0.701
C 0.313 -2.248 4.668
C -3.065 0.701 -1.209
C -0.582 2.005 -4.376
C -3.665 -1.841 -1.316
H 3.254 -0.985 5.260
H 0.844 -3.040 4.121
H -0.636 -4.360 0.251
H -2.060 1.055 2.772
H 3.238 3.700 2.873
H 1.098 0.907 -1.315
H 1.138 -2.071 -3.808
H 3.520 -2.294 -1.086
H 3.275 -1.316 3.503
H 3.365 0.371 4.095
H -0.936 2.175 1.981
H 4.429 2.088 1.470
H 1.593 -1.491 1.553
H 3.732 1.175 0.097
H 2.210 3.026 -0.837
H -1.028 0.437 -5.895
H 2.692 -3.265 -2.231
H 2.281 -3.086 2.098
H 2.372 -0.341 -2.847
H -1.092 3.348 0.022
H -3.520 2.068 -2.825
H 0.511 -2.753 1.988
H 0.415 -2.433 5.749
H 3.006 4.108 0.356
H -4.243 0.488 -2.990
H 3.710 0.464 1.739
H 0.562 -1.003 -5.085
H -0.412 -3.995 -1.406
H -0.659 0.605 5.695
H -0.404 0.536 2.411
H -3.373 -1.710 1.980
H -0.756 -2.293 4.406
H 1.848 0.760 -4.129
H -2.152 3.383 -1.410
H -1.653 -1.572 2.341
H 0.941 0.559 6.496
H 3.525 -4.083 -0.830
H 0.619 1.753 5.200
H 1.466 3.927 3.011
H 0.350 2.112 -4.960
H 1.221 4.117 0.169
H -4.684 -1.510 -1.536
H -0.955 -2.060 -2.714
H 0.557 -5.342 -0.666
H -2.215 -2.703 1.090
H -2.858 3.327 0.224
H -3.247 -2.271 -2.237
H -0.060 2.983 -2.410
H -2.393 1.309 -5.367
H -4.886 1.619 -1.767
H 2.241 2.546 3.833
H -3.716 -2.642 -0.575
H -1.127 2.954 -4.570
H -2.796 -0.787 -4.181
```

Löwdin population analysis, charges in e, atoms 1 to 2: atom 1 (Mo): 1.5203, atom 2 (P): 0.7942


(4)
This record from OMol25 describes 2 unconnected molecules or ions with the total composition C51H63N6O. The level of theory is ωB97M-V with the def2-TZVPD basis set.

Output
Total charge: +1
HOMO-LUMO gap (hartree): 0.1113
E_tot (eV): -64890.0471
2S+1: 1

Structure (XYZ):
```
121
C51H63N6O ωB97M-V with the def2-TZVPD basis set
O 3.017 1.263 7.807
N -4.257 -7.456 0.878
N -0.946 0.757 -4.071
N 1.728 -0.626 7.475
N -2.001 0.754 -3.284
N 0.110 0.754 -3.259
N 1.333 -0.490 5.160
C 2.152 -2.576 -2.578
C -4.051 4.109 -2.756
C 1.829 4.329 -4.780
C -3.369 0.743 -3.765
C -1.564 -3.483 0.656
C 1.734 -1.042 8.865
C -2.350 -4.570 0.375
C -2.772 -5.436 1.386
C -3.174 -2.607 -4.975
C 3.420 -0.481 -4.435
C 6.448 2.640 6.274
C -0.273 0.740 -1.887
C 4.035 3.114 5.036
C 2.125 -0.480 -3.949
C 1.254 -2.617 -4.928
C -1.152 -3.210 1.977
C -5.977 0.725 -4.718
C -5.328 -0.461 -4.456
C 2.203 0.651 5.584
C 5.649 1.583 5.889
C -4.028 -0.473 -3.980
C 4.831 4.171 5.425
C 4.432 1.806 5.261
C -3.170 4.042 -5.108
C 2.140 1.947 -4.007
C 1.717 3.764 -2.332
C -1.662 0.756 -1.916
C 6.039 3.938 6.049
C 1.419 -1.784 -3.659
C 3.444 1.905 -4.472
C -4.059 -2.582 -2.626
C -5.327 1.920 -4.503
C 2.390 0.517 7.086
C -2.615 0.779 -0.787
C 3.547 0.665 4.855
C -0.334 -2.080 2.258
C 0.559 0.716 -0.792
C 1.602 -2.739 6.221
C -3.323 3.269 -3.802
C 1.477 0.743 -3.733
C 1.019 -1.336 6.368
C -3.580 -6.535 1.106
C -0.477 -1.332 6.668
C -4.027 1.950 -4.029
C 1.444 3.266 -3.750
C -1.580 -4.097 2.989
C 4.077 0.701 -4.696
C 0.904 -0.714 3.886
C -3.328 -1.784 -3.701
C -2.370 -5.178 2.698
C 0.114 -1.784 3.529
H -0.050 -1.433 1.449
H -2.654 -4.776 -0.636
H -5.838 2.843 -4.712
H -2.631 3.458 -5.854
H 2.786 3.907 -2.181
H 6.659 4.765 6.358
H 2.335 -0.341 9.442
H 4.507 5.182 5.245
H 0.362 3.075 -3.851
H -2.319 -1.537 -3.327
H -1.293 -3.934 4.013
H -4.151 3.576 -1.811
H 1.651 1.577 5.383
H 3.156 -2.838 -2.914
H -0.810 -0.313 6.857
H -2.315 3.033 -3.420
H -0.687 -1.922 7.559
H 4.049 -0.282 5.071
H -5.068 -2.829 -2.955
H 7.392 2.452 6.757
H 1.685 3.966 -5.798
H -5.839 -1.390 -4.629
H -4.146 -2.022 -1.695
H 3.974 2.820 -4.670
H -1.075 -1.723 5.847
H 2.254 -1.996 -1.660
H -3.257 1.659 -0.841
H -3.526 5.045 -2.565
H -2.636 4.980 -4.954
H -3.259 -0.102 -0.803
H 1.205 -0.019 3.126
H -4.148 4.284 -5.522
H -2.633 -2.055 -5.743
H 1.240 5.239 -4.658
H 2.878 4.610 -4.673
H 0.721 -1.048 9.259
H 1.632 -3.504 -2.340
H 0.721 -3.547 -4.728
H 5.084 0.685 -5.080
H -2.100 0.800 0.176
H 3.917 -1.416 -4.621
H -1.252 -2.823 -0.133
H -3.545 -3.519 -2.413
H -2.643 -3.540 -4.784
H 5.966 0.572 6.082
H 0.173 0.742 0.206
H -4.153 -2.863 -5.381
H -6.989 0.718 -5.088
H -5.054 4.359 -3.100
H 2.683 -2.682 6.106
H 1.393 -3.333 7.108
H -2.693 -5.841 3.482
H 3.395 0.689 3.770
H 0.413 -1.533 -3.281
H 1.211 -3.271 5.356
H 1.621 0.691 -0.917
H 2.229 -2.878 -5.341
H 1.227 4.720 -2.143
H 3.090 3.301 4.554
H 0.708 -2.067 -5.695
H 2.162 -2.037 8.960
H 1.370 3.053 -1.583
H -0.181 -2.454 4.306
```

Löwdin population analysis, charges in e, atoms 1 to 2: atom 1 (O): 0.1245, atom 2 (N): 0.2021


(5)
This record from OMol25 describes a gas-phase ion, C2H6IN2 (charge +1). The level of theory is ωB97M-V with the def2-TZVPD basis set.

Output
SMILES: C=C[NH2+]NI
Total charge: +1
HOMO-LUMO gap (hartree): 0.3368
E_tot (eV): -13242.0790
2S+1: 1
Energy relative to the best compared isomer or geometry (same formula, charge and spin) (kJ/mol): 306.2

Structure (XYZ):
```
11
C2H6IN2 ωB97M-V with the def2-TZVPD basis set
I -3.146 -0.071 0.069
N -1.661 1.337 -0.064
N -0.341 0.853 0.288
C 0.277 -0.267 -0.389
C 0.495 -1.423 0.192
H -1.439 1.559 -1.105
H 0.630 -0.117 -1.436
H 1.070 -2.274 -0.222
H 0.170 1.817 0.333
H -0.364 0.724 1.297
H 0.059 -1.701 1.213
```

Löwdin population analysis, charges in e, atoms 1 to 2: atom 1 (I): 0.8905, atom 2 (N): -0.5056


(6)
This record from OMol25 describes a molecular structure, C12H33F4N5O11PbS4. The level of theory is ωB97M-V with the def2-TZVPD basis set.

Output
Total charge: 0
HOMO-LUMO gap (hartree): 0.3552
E_tot (eV): -102406.7656
2S+1: 1
Energy relative to the best compared isomer or geometry (same formula, charge and spin) (kJ/mol): 162.0

Structure (XYZ):
```
70
C12H33F4N5O11PbS4 ωB97M-V with the def2-TZVPD basis set
Pb 0.930 -21.705 4.867
S 4.618 -20.719 4.883
S -0.476 -19.993 7.942
S 0.900 -18.443 6.802
S 3.997 -21.927 2.877
F 2.719 -22.738 2.409
F 3.931 -20.077 6.180
F 1.666 -18.281 5.370
F -1.175 -21.427 7.649
O 1.989 -18.290 7.734
O 0.335 -20.291 9.074
O 5.571 -21.617 5.486
O -1.656 -21.430 4.660
O -0.030 -17.361 6.703
O 4.078 -20.987 1.791
O 1.599 -26.301 7.552
O 5.061 -19.538 4.193
O -1.658 -19.184 8.108
O -0.262 -18.958 0.033
O 4.979 -22.964 3.008
N 0.364 -20.866 2.153
N -0.183 -23.866 3.764
N 3.289 -21.385 4.356
N 2.152 -23.840 5.858
N 0.439 -19.916 6.509
C -2.303 -22.510 3.987
C -1.452 -24.111 5.837
C 1.434 -24.974 8.020
C 2.440 -24.087 7.310
C -1.011 -18.967 1.212
C 2.812 -22.752 7.965
C -0.077 -19.463 2.325
C -1.550 -23.792 4.362
C -2.618 -20.450 5.064
C -0.958 -18.516 -1.101
C 2.215 -27.151 8.494
C 1.223 -18.635 2.411
H 2.302 -28.135 8.031
H 1.057 -20.812 1.406
H 1.787 -18.705 1.480
H -0.389 -24.065 2.784
H 3.062 -23.501 5.544
H -0.990 -25.097 5.928
H 0.981 -17.586 2.586
H 1.523 -24.779 9.092
H 3.393 -24.631 7.290
H -2.402 -24.294 6.346
H -1.432 -17.973 1.399
H -0.918 -23.352 6.404
H -0.450 -21.292 1.702
H -1.965 -18.938 -1.205
H -2.382 -22.300 2.914
H 3.136 -22.853 8.998
H -1.190 -17.443 -1.042
H -3.349 -22.689 4.254
H -3.194 -20.049 4.225
H 0.418 -24.608 7.844
H 2.024 -24.738 5.399
H -3.326 -20.903 5.761
H -1.818 -19.717 1.145
H 3.258 -26.909 8.727
H -2.124 -19.624 5.570
H -0.533 -19.382 3.318
H 0.325 -24.713 4.002
H 3.624 -22.329 7.375
H 1.923 -22.113 7.951
H 1.888 -18.979 3.199
H -0.354 -18.657 -1.992
H 1.633 -27.218 9.414
H -2.105 -24.563 3.810
```

Löwdin population analysis, charges in e, atoms 1 to 2: atom 1 (Pb): 1.5497, atom 2 (S): 0.4422


(7)
This record from OMol25 describes a molecular structure, C15H14F3N2O9S2Tb. The level of theory is ωB97M-V with the def2-TZVPD basis set.

Output
Total charge: 0
Expectation value of S²: 12.675
HOMO-LUMO gap (spin up / spin down) (hartree): 0.3401 / 0.3008
E_tot (eV): -89449.3880
2S+1: 7
Energy relative to the best compared isomer or geometry (same formula, charge and spin) (kJ/mol): 0.0

Structure (XYZ):
```
46
C15H14F3N2O9S2Tb ωB97M-V with the def2-TZVPD basis set
Tb 1.605 -0.179 0.237
S 3.884 -1.012 0.272
S 0.965 0.884 3.254
F -0.695 -6.518 -2.571
F -2.000 -6.566 -0.838
F -2.612 -5.512 -2.632
O 3.676 0.307 0.986
O 2.855 -1.884 0.953
O -0.085 6.698 -1.096
O 5.214 -1.505 0.242
O 0.492 -0.110 2.204
O -0.018 0.481 -1.179
O 0.861 1.970 0.193
O 3.232 -0.744 -1.067
O -1.899 7.172 -2.158
N 0.270 -2.199 -0.458
N -1.120 6.386 -1.653
C -0.362 -3.640 -2.247
C 0.045 1.659 -0.716
C -0.248 -3.067 0.407
C -0.574 4.036 -1.181
C -0.856 -4.248 0.016
C -0.096 0.514 4.676
C 0.224 -2.486 -1.760
C 2.483 0.180 3.916
C -2.061 2.283 -1.897
C -1.448 4.957 -1.731
C -2.627 4.570 -2.349
C -2.933 3.221 -2.426
C -0.914 -4.529 -1.338
C -0.886 2.689 -1.271
C -1.560 -5.793 -1.842
H -2.273 1.224 -1.965
H -1.266 -4.931 0.744
H 0.669 -1.761 -2.429
H -1.120 0.728 4.377
H 0.184 1.160 5.507
H 0.008 -0.534 4.949
H -3.283 5.326 -2.755
H 0.335 4.361 -0.697
H -3.846 2.900 -2.908
H 2.310 -0.853 4.215
H 2.806 0.792 4.758
H -0.385 -3.845 -3.308
H 3.217 0.219 3.111
H -0.168 -2.801 1.454
```

Löwdin population analysis, charges in e, atoms 1 to 2: atom 1 (Tb): 1.6164, atom 2 (S): 0.3045


(8)
This record from OMol25 describes 3 unconnected molecules or ions with the total composition C2H11N2O2. The level of theory is ωB97M-V with the def2-TZVPD basis set.

Output
Total charge: +1
HOMO-LUMO gap (hartree): 0.4286
E_tot (eV): -9321.7772
2S+1: 1
Energy relative to the best compared isomer or geometry (same formula, charge and spin) (kJ/mol): 51.1

Structure (XYZ):
```
17
C2H11N2O2 ωB97M-V with the def2-TZVPD basis set
O 2.687 -0.904 0.868
O -2.724 -1.461 -0.007
N 0.283 0.737 0.076
N 0.670 -0.193 -2.030
C -0.600 1.467 0.992
C -0.037 0.512 -1.157
H -3.381 -0.899 0.419
H -0.993 0.883 -1.503
H 3.427 -0.354 1.156
H 1.644 -0.418 -1.896
H 1.229 0.505 0.373
H 2.849 -1.751 1.300
H -2.824 -2.313 0.429
H -0.007 1.820 1.828
H -1.003 2.333 0.474
H -1.361 0.793 1.354
H 0.141 -0.757 -2.677
```

Löwdin population analysis, charges in e, atoms 1 to 2: atom 1 (O): -0.0502, atom 2 (O): -0.0635


(9)
This record from OMol25 describes a molecular structure, C2F3NNaO7S2. The level of theory is ωB97M-V with the def2-TZVPD basis set.

Output
Total charge: -1
HOMO-LUMO gap (hartree): 0.2387
E_tot (eV): -52139.3791
2S+1: 1
Energy relative to the best compared isomer or geometry (same formula, charge and spin) (kJ/mol): 21.9

Structure (XYZ):
```
16
C2F3NNaO7S2 ωB97M-V with the def2-TZVPD basis set
S 0.661 -0.343 -0.228
S -0.228 2.353 -0.815
Na -2.209 0.463 1.051
F 3.100 0.516 -0.852
F 3.081 -1.430 0.049
F 2.767 0.306 1.270
O -2.529 -1.920 0.806
O -0.251 3.048 -2.117
O -0.050 -0.237 1.069
O -1.606 2.142 -0.269
O 0.610 -1.720 -0.745
O -3.744 -3.890 0.797
O 0.676 3.001 0.179
N 0.358 0.839 -1.199
C 2.518 -0.226 0.084
C -3.152 -2.901 0.918
```

Löwdin population analysis, charges in e, atoms 1 to 2: atom 1 (S): 0.5959, atom 2 (S): 0.3917